[1]
Molecular formula: C6H6N
Method: DFT, wB97M-V/def2-TZVPD

XYZ file:
```
13
Properties=species:S:1:pos:R:3:forces:R:3:mulliken_charge:R:1
C 1.54860 0.22811 0.16754 -4.1 1.0 -1.6 -0.2861
C 0.76434 1.35769 -0.09497 -2.2 -6.4 0.8 -0.2642
C -1.89227 0.60991 0.04075 0.9 2.4 0.2 0.0531
C 0.82135 -1.13797 0.12373 -0.8 -0.8 1.4 -0.5977
C -0.56199 -0.80402 -0.55261 1.7 0.9 1.9 0.1067
C -1.93776 -0.77407 0.26264 1.5 1.2 0.5 -0.4485
N -0.54521 0.65109 -0.28773 -1.9 0.3 -0.5 0.0923
H 2.49598 0.35699 0.47871 3.3 0.0 1.1 0.4850
H 0.72718 2.36413 0.18504 0.4 1.3 0.0 0.3915
H -2.43117 1.54375 0.20880 -0.4 -0.6 0.0 0.3937
H 1.32783 -2.01883 -0.32588 0.0 0.9 0.4 0.3934
H 0.62611 -1.40276 1.32074 0.4 0.6 -3.0 0.3010
H -0.94299 -0.97403 -1.52676 1.1 -0.7 -1.3 0.3796
```
Positions in Å, forces in eV/Å.

The orbital gap (spin up / spin down) comes out at 7.54 / 7.97 eV. Its total charge is +1. The calculation puts the energy above the lowest of the compared OMol25 structures with the same formula, charge and spin at 461.1 kJ/mol. As for the spin multiplicity: 1.

=====

[2]
Molecular formula: C6H6N
Method: DFT, wB97M-V/def2-TZVPD

XYZ file:
```
13
Properties=species:S:1:pos:R:3:forces:R:3:mulliken_charge:R:1
C 1.27683 -1.40016 -2.02700 0.1 -3.1 -2.2 -0.0859
C 1.16725 -0.75877 -0.88006 -0.1 0.4 1.6 -0.0462
C -1.40550 0.22937 0.44215 -0.7 1.0 -2.4 -0.4347
C -0.90908 1.25376 1.37815 0.3 4.5 -3.4 -0.2623
C 1.04834 0.05819 0.19319 0.8 1.5 1.6 0.2344
C 1.28789 -2.47720 -1.15492 -0.3 1.9 -1.5 -0.3901
N -0.06875 0.31275 0.78442 1.4 -1.1 -1.3 0.1145
H 1.15082 -1.07704 -3.09422 0.4 -0.3 1.1 0.3384
H -1.91474 -0.53263 0.84216 -1.8 -2.9 1.9 0.2924
H -1.68714 0.28798 -0.62398 0.4 0.9 0.6 0.2883
H -0.82377 2.37683 1.09648 0.2 -2.1 0.1 0.2504
H -0.99547 1.16022 2.35610 -1.0 -0.8 4.4 0.2829
H 1.87333 0.56669 0.68752 0.4 0.1 -0.5 0.4181
```
Positions in Å, forces in eV/Å.

The orbital gap (spin up / spin down) comes out at 6.64 / 7.18 eV. Its total charge is +1. The calculation puts the energy above the lowest of the compared OMol25 structures with the same formula, charge and spin at 365.7 kJ/mol. As for the spin multiplicity: 3.